Below is a molecular structure, C17H24BN3NbO2 at a distorted geometry, with properties calculated with the ωB97M-V functional and the def2-TZVPD basis.

Net charge: -1
E_LUMO in eV: 1.882
Orbital gap in eV: 6.23
DFT total energy in hartree: -1058.4981

CARTESIAN COORDINATES (ANGSTROEM)
N: -0.635 5.093 -2.607
B: -1.422 4.110 -1.810
O: -2.749 4.513 -1.376
Nb: -0.710 2.002 -1.144
C: 0.023 0.038 -0.207
O: -0.504 -1.175 -0.834
C: 0.215 -2.289 -0.425
C: 0.875 -2.392 0.889
C: 1.666 -3.562 1.289
C: 1.837 -4.701 0.395
C: 1.150 -4.634 -0.903
C: 0.364 -3.467 -1.307
H: -0.232 4.689 -3.451
H: 0.058 5.582 -2.039
H: -2.567 5.079 -0.597
H: -2.179 1.168 -1.833
H: -1.560 2.341 0.463
H: 0.784 2.805 -0.399
H: 0.259 1.737 -2.675
H: -0.318 0.014 0.874
H: 1.156 0.051 -0.203
H: 0.806 -1.581 1.655
H: 2.171 -3.567 2.288
H: 2.463 -5.558 0.726
H: 1.261 -5.508 -1.581
H: -0.114 -3.530 -2.315
N: 6.296 -2.653 0.137
C: 4.994 -2.343 0.171
C: 4.512 -1.049 0.301
C: 5.429 -0.016 0.405
C: 6.784 -0.312 0.373
C: 7.162 -1.638 0.237
H: 4.315 -3.184 0.090
H: 3.447 -0.858 0.320
H: 5.092 1.009 0.508
H: 7.529 0.469 0.452
H: 8.210 -1.919 0.203
N: -5.527 -0.038 1.846
C: -6.405 0.732 2.497
C: -6.838 1.966 2.040
C: -6.328 2.435 0.839
C: -5.416 1.658 0.145
C: -5.051 0.435 0.688
H: -6.773 0.324 3.434
H: -7.554 2.545 2.610
H: -6.640 3.397 0.447
H: -4.996 1.992 -0.795
H: -4.342 -0.210 0.181

Results of the Mulliken charge analysis, in e, for atoms 1 through 8: atom 1 (N): -0.65, atom 2 (B): 0.30, atom 3 (O): -0.46, atom 4 (Nb): -0.52, atom 5 (C): -0.82, atom 6 (O): -0.27, atom 7 (C): 0.53, atom 8 (C): -0.16


Below is 2 unconnected molecules or ions with the total composition C18H26N4O5 at a distorted geometry, with properties calculated with the ωB97M-V functional and the def2-TZVPD basis.

Net charge: 0
E_LUMO in eV: 0.287
Orbital gap in eV: 8.38
ΔE to the lowest compared entry with this formula, charge and spin in kJ/mol: 0.0
DFT total energy in hartree: -1296.7754
Structure (SMILES): O[C@@H]1CO[C@@H]2C[C@H]1Nc1ccccc12.CNC(=O)[C@H](CC(N)=O)NC(C)=O

CARTESIAN COORDINATES (ANGSTROEM)
O: 0.353 -6.162 -0.739
C: 0.070 -4.760 -0.642
C: 1.294 -4.071 -0.010
O: 1.382 -4.341 1.405
C: 0.196 -4.018 2.157
C: -0.952 -4.897 1.660
C: -1.210 -4.533 0.197
N: -1.647 -3.121 0.154
C: -1.104 -2.168 1.018
C: -1.475 -0.829 0.895
C: -0.927 0.133 1.750
C: 0.013 -0.243 2.713
C: 0.383 -1.585 2.844
C: -0.186 -2.558 2.010
H: 0.764 -6.466 0.092
H: -0.089 -4.364 -1.649
H: 2.203 -4.430 -0.503
H: 1.245 -2.992 -0.187
H: 0.378 -4.237 3.215
H: -1.852 -4.718 2.256
H: -0.690 -5.954 1.757
H: -2.009 -5.170 -0.197
H: -2.093 -2.787 -0.697
H: -2.204 -0.539 0.148
H: -1.235 1.170 1.672
H: 0.454 0.505 3.366
H: 1.115 -1.873 3.593
C: 1.523 3.523 2.101
N: 0.701 3.075 0.977
C: 1.145 2.360 -0.068
O: 2.305 1.981 -0.136
C: 0.125 1.963 -1.163
C: 0.655 1.896 -2.613
C: 1.139 3.214 -3.191
N: 0.513 3.713 -4.233
O: 2.078 3.824 -2.726
N: -1.195 2.618 -1.096
C: -1.571 3.901 -1.100
C: -0.600 5.055 -1.256
O: -2.754 4.152 -0.952
H: 1.863 4.545 1.923
H: 2.399 2.880 2.211
H: 0.943 3.490 3.024
H: -0.267 3.351 0.966
H: -0.074 0.921 -0.910
H: 1.501 1.210 -2.641
H: -0.121 1.483 -3.255
H: 0.889 4.574 -4.589
H: -0.263 3.236 -4.650
H: -1.982 1.996 -1.006
H: 0.416 4.790 -0.980
H: -0.932 5.876 -0.624
H: -0.614 5.381 -2.293

Results of the Mulliken charge analysis, in e, for atoms 1 through 8: atom 1 (O): -0.61, atom 2 (C): -0.17, atom 3 (C): -0.56, atom 4 (O): -0.47, atom 5 (C): -0.08, atom 6 (C): -1.27, atom 7 (C): -0.07, atom 8 (N): -0.18


Below is a molecular structure, C13H18Cl2HfN2O2PS at a distorted geometry, with properties calculated with the ωB97M-V functional and the def2-TZVPD basis.

Net charge: +3
E_LUMO in eV: -12.219
Orbital gap in eV: 5.71
DFT total energy in hartree: -2473.1632

CARTESIAN COORDINATES (ANGSTROEM)
C: -0.882 1.813 -5.622
C: -0.511 1.506 -4.199
H: -0.548 1.016 -6.309
H: -0.449 2.777 -5.960
H: -1.983 1.934 -5.708
O: -0.126 0.430 -3.695
Cl: -0.688 2.885 -3.080
Hf: 0.306 0.493 -1.155
P: -1.802 -1.131 -0.143
C: -1.888 -2.960 0.090
C: -2.741 -0.633 1.355
H: -2.925 0.153 -1.943
H: -3.888 -1.224 -1.335
H: -2.511 -1.517 -2.435
C: -2.881 -0.894 -1.608
H: -2.804 0.456 1.459
H: -3.758 -1.042 1.300
H: -2.922 -3.309 0.167
H: -1.388 -3.272 1.014
H: -2.253 -1.042 2.249
H: -1.424 -3.501 -0.740
C: 0.858 -1.571 -0.529
O: 1.119 -2.596 0.005
Cl: -1.061 1.960 0.105
N: 2.022 2.276 -0.828
C: 2.287 1.764 0.506
N: 1.595 0.699 0.817
C: 1.874 0.282 2.139
C: 1.266 -0.824 2.725
C: 1.771 -1.173 3.981
C: 2.770 -0.434 4.606
C: 3.330 0.683 3.978
C: 2.901 1.037 2.718
S: 3.560 2.191 1.540
H: 2.878 2.334 -1.399
H: 1.760 3.284 -0.713
H: 0.475 -1.357 2.174
H: 1.389 -2.046 4.485
H: 3.153 -0.734 5.573
H: 4.120 1.287 4.414

Results of the Mulliken charge analysis, in e, for atoms 1 through 8: atom 1 (C): -1.07, atom 2 (C): 0.95, atom 3 (H): 0.34, atom 4 (H): 0.39, atom 5 (H): 0.35, atom 6 (O): -0.68, atom 7 (Cl): -0.06, atom 8 (Hf): 0.91


Below is 17 unconnected molecules or ions with the total composition C5H49N4O18P2 at a distorted geometry, with properties calculated with the ωB97M-V functional and the def2-TZVPD basis.

Net charge: +1
E_LUMO in eV: -2.933
Orbital gap in eV: 8.23
DFT total energy in hartree: -2475.7089

CARTESIAN COORDINATES (ANGSTROEM)
C: -0.724 3.669 4.763
C: 0.012 3.759 3.445
O: 0.811 2.585 3.290
C: 1.285 2.363 2.013
N: 1.274 0.913 1.704
C: 0.190 0.427 0.995
N: 0.131 0.557 -0.291
N: -0.793 -0.258 1.614
P: -0.484 -0.792 3.276
N: -1.000 0.094 4.446
P: -2.448 0.352 1.427
C: -2.360 2.026 0.680
O: -2.976 -0.568 0.190
H: -0.618 4.567 5.342
H: -1.772 3.449 4.623
H: -0.312 2.863 5.344
H: -0.691 3.833 2.626
H: 0.622 4.655 3.455
H: 2.329 2.648 1.984
H: 0.770 2.970 1.271
H: 2.113 0.713 1.169
H: 0.753 1.153 -0.820
H: -0.517 -0.032 -0.809
H: -1.086 -2.061 3.328
H: 0.898 -1.046 3.344
H: -1.466 0.923 4.098
H: -2.821 2.007 -0.292
H: -1.385 2.478 0.590
H: -2.985 2.649 1.293
H: -3.944 -0.438 0.194
O: 2.558 2.132 -1.013
H: 3.283 2.071 -1.649
H: 2.582 3.047 -0.710
O: -0.864 -1.242 -2.523
H: -1.709 -1.701 -2.580
H: -0.399 -1.512 -3.328
O: 1.837 1.187 -4.009
H: 1.450 0.982 -3.152
H: 2.069 0.321 -4.368
O: -3.155 -2.847 4.455
H: -3.313 -1.899 4.564
H: -2.556 -3.086 5.171
O: 1.078 -2.702 -3.921
H: 1.674 -3.230 -4.473
H: 0.849 -3.287 -3.190
O: -4.698 -0.216 4.562
H: -5.524 -0.164 5.056
H: -4.678 0.593 4.039
O: -5.468 2.663 0.487
H: -6.225 3.252 0.393
H: -5.251 2.426 -0.421
O: 3.830 1.453 -6.278
H: 3.868 0.495 -6.359
H: 3.345 1.612 -5.458
O: -0.522 5.135 7.757
H: 0.326 5.058 8.207
H: -1.139 4.667 8.331
O: 3.268 -4.416 -4.882
H: 3.841 -4.933 -5.462
H: 3.076 -5.015 -4.150
O: 1.107 -3.675 1.500
H: 0.957 -2.732 1.617
H: 1.716 -3.917 2.206
O: -1.954 -3.432 -3.985
H: -2.798 -3.894 -4.042
H: -1.480 -3.688 -4.784
O: 3.944 -5.723 -2.189
H: 4.798 -5.741 -1.745
H: 3.350 -6.188 -1.589
O: -5.769 -1.362 0.521
H: -6.194 -1.655 1.335
H: -5.372 -2.163 0.158
O: 5.710 -5.645 -6.637
H: 6.672 -5.691 -6.608
H: 5.518 -5.150 -7.441
O: 4.896 4.523 -5.822
H: 4.134 5.063 -5.593
H: 4.523 3.766 -6.291

Results of the Mulliken charge analysis, in e, for atoms 1 through 8: atom 1 (C): -1.32, atom 2 (C): 0.10, atom 3 (O): -0.31, atom 4 (C): -0.84, atom 5 (N): -0.05, atom 6 (C): -0.69, atom 7 (N): 0.45, atom 8 (N): 0.23


Below is a single C20H22N4O3S molecule, with properties calculated with the ωB97M-V functional and the def2-TZVPD basis.

Net charge: 0
E_LUMO in eV: 0.310
Orbital gap in eV: 8.58
ΔE to the lowest compared entry with this formula, charge and spin in kJ/mol: 138.2
DFT total energy in hartree: -1618.3330
Structure (SMILES): CC[C@@H](C)n1c(SCC(=O)NC(=O)c2cccn2C)nc2ccccc2c1=O

CARTESIAN COORDINATES (ANGSTROEM)
C: 0.275 2.957 4.436
C: -0.203 2.347 3.125
C: -0.575 0.868 3.278
C: -1.845 0.641 4.093
N: -0.700 0.237 1.959
C: 0.206 -0.687 1.531
S: 1.633 -0.993 2.533
C: 2.786 -1.620 1.265
C: 3.277 -0.379 0.560
O: 4.042 0.408 1.059
N: 2.680 -0.090 -0.650
C: 2.094 -0.954 -1.580
O: 2.292 -2.152 -1.560
C: 1.262 -0.248 -2.538
C: 0.672 1.005 -2.395
C: -0.151 1.209 -3.501
C: -0.039 0.086 -4.292
N: 0.799 -0.790 -3.708
C: 1.184 -2.049 -4.287
N: 0.122 -1.368 0.447
C: -0.944 -1.164 -0.380
C: -1.103 -1.968 -1.514
C: -2.147 -1.724 -2.375
C: -3.048 -0.687 -2.132
C: -2.916 0.093 -1.007
C: -1.870 -0.145 -0.113
C: -1.747 0.635 1.113
O: -2.485 1.550 1.414
H: 0.600 3.981 4.269
H: -0.522 2.971 5.175
H: 1.114 2.392 4.837
H: 0.601 2.420 2.387
H: -1.064 2.897 2.747
H: 0.249 0.354 3.785
H: -2.673 1.206 3.675
H: -1.680 0.956 5.118
H: -2.103 -0.416 4.095
H: 2.260 -2.319 0.621
H: 3.595 -2.093 1.819
H: 2.828 0.864 -0.959
H: 0.793 1.677 -1.568
H: -0.758 2.068 -3.698
H: -0.505 -0.135 -5.232
H: 0.308 -2.546 -4.702
H: 1.911 -1.894 -5.089
H: 1.631 -2.678 -3.521
H: -0.395 -2.763 -1.682
H: -2.277 -2.345 -3.250
H: -3.855 -0.506 -2.825
H: -3.610 0.889 -0.782

Results of the Mulliken charge analysis, in e, for atoms 1 through 8: atom 1 (C): -1.38, atom 2 (C): -0.21, atom 3 (C): -0.36, atom 4 (C): -1.66, atom 5 (N): 0.14, atom 6 (C): 0.53, atom 7 (S): -0.30, atom 8 (C): -0.32


Results for HOMO energy: -4.34, -8.10, -17.92, -11.17, -8.27 (in eV, following the order of the records).